# 1
17
Properties=species:S:1:pos:R:3:forces:R:3:nbo_charge:R:1 method="wB97M-V/def2-TZVPD" total_energy_ev=-9438.401 lumo_ev=1.069 homo_lumo_gap_ev=10.14 e_above_lowest_ev=4.642 smiles=CO[C@H]1CO[C@H]1C
C 2.0066 0.9603 -0.2322 0.250 -0.553 0.494 -0.2752
O 0.6451 1.0964 -0.5658 -0.226 0.143 -0.240 -0.5168
C 0.2098 -0.1816 -0.6880 0.777 -1.179 1.456 0.1413
C 0.6410 -1.1598 0.8001 -0.915 -0.352 -0.803 -0.1741
O -0.6945 -0.8793 1.1579 -0.806 -0.527 0.339 -0.5313
C -1.1643 -0.4676 -0.1208 -0.455 -0.127 -0.026 0.0527
C -2.1763 0.6436 0.0326 -0.008 0.050 -0.046 -0.6269
H 1.8474 0.0623 0.5099 2.094 2.437 -0.473 0.2078
H 2.5906 0.5487 -1.0743 -0.081 0.209 0.069 0.1587
H 2.3810 1.9589 0.0375 0.046 -0.625 0.300 0.1977
H 0.5640 -0.6592 -1.6219 -0.274 -0.020 0.407 0.1729
H 1.2093 -1.1750 1.7794 0.042 0.857 -1.307 0.2080
H 0.8402 -2.1531 0.3802 -0.465 -0.266 -0.040 0.1535
H -1.5941 -1.3274 -0.6507 -0.090 0.028 0.001 0.1688
H -2.6554 0.8868 -0.9196 0.067 -0.015 0.081 0.2126
H -2.9446 0.3047 0.7349 0.071 0.064 -0.132 0.2247
H -1.7058 1.5413 0.4407 -0.027 -0.123 -0.078 0.2256

---

# 2
7
Properties=species:S:1:pos:R:3:forces:R:3:nbo_charge:R:1 method="wB97M-V/def2-TZVPD" total_energy_ev=-187976.886 lumo_ev="-1.489 / -1.187" homo_lumo_gap_ev="7.36 / 7.24" e_above_lowest_ev=0.000
C -0.4140 -0.4728 -1.0502 0.512 0.406 0.237 -0.2593
P 0.5875 -0.3162 1.8005 -0.391 -0.122 -0.592 0.4191
Cl -0.5054 -2.1172 -1.5285 -0.016 -0.051 0.135 0.0727
Cl -1.9053 0.3692 -0.9851 0.067 -0.150 -0.098 0.0832
Cl 0.8859 0.4169 -1.7773 -0.302 -0.177 0.080 0.0580
Br 2.3345 0.9403 1.4074 0.117 0.036 -0.020 -0.1838
Br -0.9833 1.1797 2.1332 0.013 0.059 0.258 -0.1899

---

# 3
31
Properties=species:S:1:pos:R:3:forces:R:3:nbo_charge:R:1 method="wB97M-V/def2-TZVPD" total_energy_ev=-16823.786 lumo_ev=0.773 homo_lumo_gap_ev=9.18 e_above_lowest_ev=1.449 smiles=Cc1ccc(O)cc1.Cc1ccccc1
C 2.0609 -3.1553 0.4669 -0.123 0.396 0.325 -0.6290
C 0.9962 -2.7804 -0.5241 0.483 -0.478 -0.562 -0.0460
C -0.3161 -2.4692 -0.1946 0.176 -0.812 0.026 -0.1858
C -1.2001 -1.8845 -1.1007 1.026 -0.648 1.142 -0.2777
C -0.7006 -1.6121 -2.3570 -1.120 0.413 -0.742 0.3023
O -1.5182 -0.8685 -3.1806 0.141 -0.137 -0.230 -0.6758
C 0.5004 -2.1414 -2.7899 -0.118 0.393 0.208 -0.2922
C 1.3436 -2.7397 -1.8654 -0.335 0.500 -0.804 -0.1837
H 1.8114 -2.9136 1.4946 -0.201 0.504 0.080 0.2172
H 2.9578 -2.6077 0.1778 0.123 -0.095 0.283 0.2199
H 2.3048 -4.1920 0.5430 0.157 -0.953 -0.496 0.2166
H -0.6066 -2.9577 0.7296 -0.526 0.907 0.378 0.2121
H -2.2021 -1.6918 -0.7685 -0.333 0.266 -0.350 0.2282
H -1.1661 -0.8534 -4.0815 -0.013 -0.030 0.277 0.4758
H 0.7820 -1.9850 -3.8257 0.126 -0.206 0.028 0.2075
H 2.2403 -3.1613 -2.2880 0.524 0.010 0.452 0.2114
C -2.3752 1.5687 0.6582 -0.738 0.123 -0.009 -0.6531
C -1.1205 2.2666 1.1188 0.338 -0.700 -1.830 0.0105
C -0.1544 2.6610 0.1552 -0.267 -0.353 1.117 -0.2209
C 0.9379 3.3858 0.5679 0.264 -0.384 -0.009 -0.2117
C 1.1080 3.7059 1.9270 0.152 -0.311 -1.207 -0.2170
C 0.3622 3.0127 2.8609 0.266 1.083 -0.373 -0.2098
C -0.7882 2.3164 2.4493 1.070 -0.204 1.159 -0.2369
H -2.8335 1.8263 -0.2973 0.853 0.631 -0.398 0.2248
H -3.1618 1.9237 1.3234 -0.182 -0.875 0.448 0.2204
H -2.2780 0.4830 0.5442 -0.051 0.070 0.779 0.2245
H -0.1859 2.1877 -0.8172 -0.299 0.481 -0.273 0.2165
H 1.7738 3.4980 -0.1179 -0.230 0.624 -0.034 0.2098
H 1.9017 4.4100 2.1424 0.150 -0.342 0.540 0.2098
H 0.7740 3.1077 3.8589 -0.777 -0.350 0.336 0.2164
H -1.2477 1.6601 3.1905 -0.535 0.476 -0.261 0.2161